Computed, not measured: an isolated molecule of CH3Cl2P at a distorted geometry, with ωB97M-V with the def2-TZVPD basis set.

energy: -1301.606466 Ha
max |F|: 2.9 eV/Å
SMILES: ClCPCl
orbital gap: 8.905 eV
lowest unoccupied orbital energy: -1.617 eV
HOMO: -0.3867 hartree

ORCA input file:
```
! RIJCOSX wB97M-V def2-TZVPD def2/J DEFGRID3
* xyz 0 1
C -0.52 -0.36 -0.29
P 0.45 1.20 -0.03
Cl -2.24 0.14 -0.21
Cl 2.62 -0.25 -0.05
H -0.33 -1.10 0.48
H -0.33 -0.78 -1.28
H 0.35 1.16 1.38
*
```